No. 1
Density functional theory data (wB97M-V/def2-TZVPD) for 9 unconnected molecules or ions with the total composition C37H75N9O11 in a non-equilibrium geometry.

Values from the calculation:
* E_HOMO (spin up / spin down): -8.9 / -10.3 eV
* E_tot: -2774.85615 Eh
* ⟨S²⟩: 0.768

Geometry as ORCA input:
```
! RIJCOSX wB97M-V def2-TZVPD def2/J DEFGRID3
* xyz 1 2
C -4.685 0.565 -0.399
N -3.871 0.179 0.712
C -3.760 1.070 1.753
C -2.789 0.855 2.725
C -2.013 -0.324 2.719
C -2.308 -1.322 1.786
C -3.207 -1.000 0.694
C -0.841 -0.439 3.595
C -0.054 0.677 3.883
C 1.087 0.557 4.632
N 1.310 -0.600 5.320
C 0.537 -1.663 5.186
C -0.547 -1.649 4.331
C 2.645 -0.676 5.920
H -5.758 0.464 -0.235
H -4.422 -0.095 -1.226
H -4.548 1.581 -0.770
H -4.492 1.864 1.736
H -2.483 1.612 3.433
H -1.756 -2.250 1.753
H -3.179 -1.568 -0.224
H -0.216 1.630 3.402
H 1.763 1.396 4.707
H 0.860 -2.642 5.508
H -1.177 -2.518 4.216
H 2.856 0.116 6.638
H 3.410 -0.672 5.143
H 2.727 -1.542 6.577
C 2.391 3.441 1.064
C 1.868 4.765 1.524
O 2.519 5.738 1.275
N 0.443 4.804 1.961
H -0.127 4.133 1.466
H 0.504 4.517 2.927
C -0.202 6.226 1.911
H 2.183 2.804 1.924
H 3.451 3.698 1.050
H 2.012 3.189 0.074
H -0.740 6.193 0.963
H 0.499 7.026 2.152
H -0.947 6.187 2.705
C 0.277 0.506 -0.191
C -0.797 1.629 -0.426
O -0.730 2.602 0.357
O -1.381 1.644 -1.535
H 1.045 0.579 -0.962
H -0.153 -0.495 -0.152
H 0.651 0.584 0.830
O 1.475 2.147 -5.405
C 1.101 2.129 -4.250
N -0.188 2.092 -4.005
C 2.097 1.886 -3.142
H -0.556 1.996 -3.069
H -0.789 2.204 -4.809
H 1.932 0.866 -2.794
H 2.029 2.696 -2.416
H 3.120 1.876 -3.517
O -4.365 4.580 0.870
C -3.703 4.888 1.877
N -2.598 4.270 2.132
C -4.236 5.921 2.923
H -2.153 3.652 1.469
H -2.272 4.215 3.087
H -4.374 5.523 3.928
H -5.078 6.471 2.503
H -3.522 6.735 3.048
O -1.888 -0.430 -6.073
C -2.815 -0.861 -5.455
N -2.758 -0.642 -4.128
C -4.003 -1.524 -5.967
H -2.078 -0.007 -3.735
H -3.405 -1.150 -3.542
H -4.164 -2.569 -5.703
H -4.070 -1.484 -7.055
H -4.915 -1.054 -5.600
O -4.456 5.341 -3.054
C -3.687 4.377 -3.018
N -3.256 3.888 -1.889
C -3.393 3.526 -4.229
H -3.443 4.348 -1.010
H -2.533 3.191 -1.783
H -2.645 3.990 -4.872
H -4.227 3.274 -4.885
H -3.125 2.520 -3.908
C 6.619 0.519 6.636
O 6.837 0.235 5.219
C 6.655 -1.144 4.935
C 6.454 -1.514 3.436
N 5.167 -1.128 2.975
C 5.103 -1.351 1.527
C 3.762 -0.961 1.035
O 3.395 -1.311 -0.255
C 3.840 -0.414 -1.291
H 7.244 -0.124 7.256
H 5.578 0.288 6.860
H 6.900 1.572 6.618
H 5.664 -1.418 5.297
H 7.497 -1.706 5.340
H 6.551 -2.598 3.388
H 7.242 -1.025 2.862
H 4.980 -0.258 3.453
H 5.201 -2.416 1.316
H 5.971 -0.809 1.152
H 3.554 0.086 1.256
H 3.055 -1.496 1.668
H 4.918 -0.441 -1.448
H 3.423 0.531 -0.944
H 3.296 -0.589 -2.219
C -1.674 -8.045 -6.698
O -0.686 -7.045 -6.462
C -1.048 -5.966 -5.642
C -1.480 -6.412 -4.208
N -1.678 -5.274 -3.307
C -0.473 -4.806 -2.714
C -0.772 -3.597 -1.795
O -1.253 -4.089 -0.575
C -0.289 -4.491 0.383
H -1.845 -8.606 -5.779
H -1.209 -8.732 -7.405
H -2.578 -7.611 -7.125
H -1.787 -5.296 -6.081
H -0.179 -5.322 -5.502
H -0.808 -7.217 -3.912
H -2.445 -6.920 -4.213
H -2.187 -5.685 -2.538
H 0.289 -4.476 -3.421
H -0.091 -5.672 -2.174
H -1.539 -2.970 -2.250
H 0.065 -2.918 -1.635
H 0.181 -3.540 0.631
H 0.514 -5.198 0.171
H -0.853 -4.891 1.226
*
```


No. 2
Density functional theory data (wB97M-V/def2-TZVPD) for a molecular structure, C30H45BrCaN2P2 in a non-equilibrium geometry.

Values from the calculation:
* ΔE to the lowest compared entry with this formula, charge and spin: 255.00 kJ/mol
* E_HOMO: -12.1 eV
* E_tot: -5213.39514 Eh

Geometry as ORCA input:
```
! RIJCOSX wB97M-V def2-TZVPD def2/J DEFGRID3
* xyz 2 1
N 1.081 -4.238 4.571
C -0.063 -3.625 4.893
C -0.996 -3.180 3.953
C -0.698 -3.314 2.580
C 0.495 -4.002 2.244
C 1.345 -4.444 3.272
C -1.700 -2.832 1.604
Ca -2.500 -0.661 1.394
P -3.985 1.014 -0.955
C -1.449 -2.423 0.274
C -0.222 -1.787 -0.191
C 0.123 -1.830 -1.574
C 1.047 -1.002 -2.110
C 1.653 0.087 -1.310
C 1.600 -0.203 0.157
C 0.699 -1.106 0.669
Br 0.659 1.768 -1.694
H -2.745 -3.124 1.848
H -2.182 -2.661 -0.529
H -1.933 -2.729 4.312
H 0.755 -4.216 1.193
H -0.259 -3.523 5.964
H 2.249 -5.007 3.021
H -0.364 -2.558 -2.234
H 0.694 -1.332 1.749
H 1.279 -1.039 -3.175
H 2.202 0.415 0.837
P 3.415 0.310 -1.808
C -4.696 0.206 0.522
C -6.245 0.338 0.625
H -4.210 0.656 1.425
H -4.468 -0.899 0.467
H -6.582 -0.184 1.543
H -6.557 1.389 0.663
H -6.716 -0.126 -0.249
C -2.894 0.128 -2.139
C -2.975 0.715 -3.562
H -3.211 -0.927 -2.131
H -1.850 0.183 -1.791
H -2.484 0.026 -4.260
H -4.028 0.834 -3.861
H -2.487 1.696 -3.662
C -2.980 2.518 -0.782
C -3.422 3.688 -1.701
H -1.938 2.229 -1.045
H -2.978 2.836 0.276
H -2.676 4.496 -1.685
H -3.554 3.407 -2.757
H -4.374 4.123 -1.353
C 3.947 1.896 -1.110
C 4.292 3.057 -2.047
H 4.765 1.674 -0.414
H 3.088 2.217 -0.505
H 5.220 2.880 -2.622
H 3.457 3.282 -2.728
H 4.454 3.939 -1.414
C 3.233 0.545 -3.596
C 3.490 -0.667 -4.471
H 3.948 1.354 -3.811
H 2.233 0.959 -3.808
H 4.539 -0.990 -4.437
H 2.865 -1.523 -4.181
H 3.249 -0.399 -5.508
C 4.338 -1.157 -1.241
C 5.039 -0.927 0.097
H 5.075 -1.386 -2.030
H 3.681 -2.043 -1.166
H 4.314 -0.790 0.924
H 5.670 -1.794 0.363
H 5.696 -0.046 0.049
C 0.300 2.322 4.375
C -0.627 1.409 4.877
C -1.543 0.807 4.016
N -1.527 1.073 2.681
C -0.646 1.981 2.181
C 0.248 2.647 3.019
H 1.052 2.780 5.024
H -0.640 1.135 5.930
H -2.313 0.110 4.374
H -0.675 2.165 1.100
H 0.905 3.400 2.583
*
```


No. 3
Density functional theory data (wB97M-V/def2-TZVPD) for a molecular structure, C3H33NO15 in a non-equilibrium geometry.

Values from the calculation:
* ΔE to the lowest compared entry with this formula, charge and spin: 502.15 kJ/mol
* E_HOMO: -9.6 eV
* E_tot: -1317.39052 Eh

Geometry as ORCA input:
```
! RIJCOSX wB97M-V def2-TZVPD def2/J DEFGRID3
* xyz 0 1
O 1.116 1.250 -4.017
C 0.127 0.775 -3.524
C 0.022 0.323 -2.093
N -1.302 -0.249 -1.823
C -1.233 -1.140 -0.685
O -1.510 -0.475 0.574
H -0.779 0.544 -4.114
H 0.308 1.138 -1.426
H 0.816 -0.398 -1.883
H -1.920 0.499 -1.535
H -1.899 -1.995 -0.696
H -0.218 -1.532 -0.593
H -2.448 -0.408 0.824
H 1.632 3.169 0.219
H 0.735 3.117 -0.991
O 1.624 3.392 -0.721
H -2.636 4.999 -0.443
H -2.588 3.980 0.715
O -2.982 4.152 -0.143
H 2.756 -1.382 0.802
H 2.855 -2.569 -0.055
O 2.287 -2.226 0.639
H 0.769 -1.633 5.344
H -0.107 -1.278 4.092
O 0.095 -1.982 4.730
H 1.835 -3.950 -0.391
H 0.773 -4.876 -1.018
O 1.642 -4.487 -1.179
H -0.325 -0.917 1.627
H 0.840 -1.576 2.155
O 0.350 -0.742 2.322
H -2.958 2.343 -2.702
H -2.533 3.039 -1.349
O -2.260 2.406 -2.040
H 3.289 0.664 -1.554
H 4.180 0.378 -0.359
O 3.323 0.116 -0.720
H -1.479 -4.107 3.176
H -0.516 -4.092 2.143
O -1.483 -4.080 2.202
H 2.422 2.459 -1.952
H 1.980 1.489 -3.314
O 2.549 1.734 -2.587
H -0.101 2.182 0.959
H -1.022 1.344 0.030
O -0.848 2.250 0.353
H -3.066 -1.857 2.230
H -3.747 -1.146 3.394
O -3.555 -1.054 2.466
H 1.254 0.452 1.501
H 2.164 0.775 0.301
O 1.777 1.182 1.110
*
```


No. 4
Density functional theory data (wB97M-V/def2-TZVPD) for 2 unconnected molecules or ions with the total composition C4H5ClN2 in a non-equilibrium geometry.

Values from the calculation:
* ΔE to the lowest compared entry with this formula, charge and spin: 390.75 kJ/mol
* E_HOMO: -8.4 eV
* E_tot: -724.98678 Eh

Geometry as ORCA input:
```
! RIJCOSX wB97M-V def2-TZVPD def2/J DEFGRID3
* xyz 0 1
C 0.609 -0.692 0.795
C 0.358 0.323 -1.505
C -0.961 0.300 -1.045
C 0.116 0.422 0.015
N 0.811 0.089 3.965
N 0.376 -0.594 3.205
Cl 0.144 -2.265 0.204
H 0.729 -0.542 -1.850
H 0.657 1.164 -1.973
H -1.653 1.009 -1.408
H -1.485 -0.602 -0.872
H 0.299 1.386 0.469
*
```